# 1
A 2-piece molecular cluster, C2H4N4O overall at a distorted geometry, computed with ωB97M-V/def2-TZVPD.

Each line ends with the Mulliken charge.
Positions of all 11 atoms, in Å:
C1 -0.8228 0.3973 0.5348  -0.33
N1 0.4242 -0.0113 -0.1137  0.07
N2 0.4999 -1.4318 -0.2810  -0.57
N3 -0.2971 0.7572 -1.7479  0.15
C2 0.4404 0.2992 1.4664  0.36
O1 -0.3156 1.8780 -2.0449  -0.30
N4 0.9946 0.3477 2.5010  -0.45
H1 1.4709 -1.6895 -0.1261  0.25
H2 0.2656 -1.6240 -1.2503  0.26
H3 -1.0768 1.4403 0.3868  0.25
H4 -1.5831 -0.3631 0.6748  0.30

For the total energy, the calculation gives -372.6042 Eh. Its spin multiplicity is 1.

***

# 2
The molecule C5H6O at a distorted geometry, computed with ωB97M-V/def2-TZVPD.

Each line ends with the Mulliken charge.
Positions of all 12 atoms, in Å:
C1 -0.2378 1.2509 -0.0046  -0.09
C2 1.0244 0.7290 0.0012  -0.42
C3 1.1881 -0.7109 0.0160  -0.31
O1 -0.0282 -1.5080 0.0067  -0.36
C4 -1.2524 -0.9254 -0.0140  -0.19
C5 -1.4133 0.4214 0.0190  -0.43
H1 -0.3545 2.3445 -0.0209  0.32
H2 1.9159 1.3581 -0.0634  0.32
H3 1.8273 -1.0695 -0.8371  0.24
H4 1.7997 -1.0954 0.8920  0.24
H5 -2.0720 -1.6607 -0.0966  0.34
H6 -2.3971 0.8659 0.1018  0.34

For the total energy, the calculation gives -269.2990 Eh. The SMILES is C1=CCOC=C1. Its spin multiplicity is 1.

***

# 3
C30H28BCl5F5N6O4SSeZr as an isolated structure at a distorted geometry, computed with ωB97M-V/def2-TZVPD.

Each line ends with the Mulliken charge.
Positions of all 82 atoms, in Å:
Zr1 -0.4442 -11.2806 -12.5423  1.37
C1 -3.4135 -14.5705 -9.3865  -1.62
C2 -3.3576 -13.5182 -10.4532  0.90
C3 -4.3563 -12.4632 -10.5333  -0.38
C4 -2.5439 -13.7498 -11.5929  0.28
C5 -2.2290 -15.0672 -12.1705  -0.66
C6 -1.9327 -14.8470 -13.4822  -1.01
N1 -2.0545 -13.5188 -13.7774  0.53
N2 -2.2780 -12.8035 -12.6292  -0.65
B1 -1.7951 -12.8054 -15.1457  0.02
N3 -2.2437 -11.3718 -15.1288  -0.16
C7 -3.1652 -10.7112 -15.8459  -0.37
C8 -3.5640 -9.5206 -15.2078  -0.99
C9 -2.6222 -9.3794 -14.1732  -0.45
N4 -1.7793 -10.4159 -14.1112  1.12
C10 -2.4862 -8.3288 -13.0639  1.68
C11 -2.0445 -6.9775 -13.6905  -1.55
C12 -3.8383 -8.4055 -12.3435  -1.36
N5 -0.2651 -13.0344 -15.2193  0.66
C13 0.5049 -13.2513 -16.2680  -0.85
C14 1.8472 -13.2282 -15.8923  -0.75
C15 1.7864 -13.0543 -14.4865  -0.55
N6 0.5519 -12.7959 -14.0558  0.12
C16 2.9689 -13.0591 -13.5721  1.77
C17 4.1495 -12.6424 -14.4638  -1.58
C18 2.9865 -14.4650 -12.9440  -1.15
H1 -3.6990 -14.1587 -8.3875  0.28
H2 -4.0973 -15.3863 -9.6062  0.32
H3 -2.4765 -15.0467 -9.4269  0.19
H4 -2.6997 -11.5239 -8.3769  0.29
H5 -3.9805 -11.8140 -11.3330  -0.30
H6 -5.3060 -12.8402 -10.8823  0.37
H7 -4.5002 -11.8353 -9.6106  0.16
H8 -2.1655 -16.0098 -11.7126  0.57
H9 -1.5938 -15.5707 -14.2230  0.44
H10 -2.3100 -13.4053 -16.0641  -0.17
H11 -3.5237 -11.1637 -16.7560  0.52
H12 -4.4394 -8.8746 -15.4131  0.39
H13 -1.7530 -8.7202 -12.3475  -0.54
H14 -2.7529 -6.7674 -14.5242  0.31
H15 -1.9934 -6.1623 -12.9451  0.37
H16 -1.0927 -7.0879 -14.1567  0.40
H17 -4.6959 -8.0491 -12.9512  0.33
H18 -4.0183 -9.3571 -11.8602  0.10
H19 -3.8466 -7.7096 -11.5198  0.46
H20 -0.0177 -13.3503 -17.2100  0.46
H21 2.6572 -13.5380 -16.5196  0.43
H22 2.8015 -12.3611 -12.7840  -0.17
H23 4.2687 -13.3409 -15.3073  0.27
H24 3.9340 -11.6116 -14.8280  0.34
H25 5.1126 -12.6932 -13.9592  0.41
H26 3.1792 -15.3285 -13.6819  0.30
H27 3.6893 -14.5550 -12.0985  0.39
H28 1.9785 -14.6698 -12.4007  0.06
F1 0.8105 -15.0681 -5.5325  -0.32
C19 0.9361 -14.5088 -6.7589  0.48
C20 0.2727 -15.1197 -7.8409  -0.04
F2 -0.2981 -16.3557 -7.7134  -0.35
C21 0.3254 -14.4949 -9.0708  0.00
F3 -0.2328 -15.0838 -10.1878  -0.25
C22 0.8514 -13.2254 -9.2632  0.79
S1 1.1131 -12.5267 -10.7780  -0.57
C23 1.3303 -12.5823 -8.0735  0.30
F4 1.6922 -11.2653 -8.2411  -0.30
C24 1.4774 -13.1838 -6.8488  -0.16
F5 2.1903 -12.6936 -5.8351  -0.31
O1 -1.7051 -11.5932 -8.6469  -0.55
Se1 -1.4765 -9.9033 -9.3872  0.83
O2 -3.0468 -9.4207 -9.3082  -0.69
O3 1.1025 -9.9658 -12.9248  0.11
O4 -1.1749 -10.3315 -10.9963  -0.84
Cl1 3.4200 -7.8765 -16.6309  -0.23
C25 2.7702 -7.7505 -15.1192  0.60
C26 1.9082 -8.7429 -14.6658  0.52
C27 1.7092 -8.8617 -13.2809  -0.78
Cl2 1.1392 -9.8446 -15.7135  -0.07
C28 2.2653 -7.8851 -12.4583  0.13
Cl3 2.3765 -7.9137 -10.7635  -0.21
C29 2.9375 -6.6982 -13.0352  0.25
Cl4 3.6103 -5.5199 -11.9769  -0.21
C30 3.2135 -6.6351 -14.3689  -0.25
Cl5 4.1783 -5.4300 -15.0307  -0.21

For the total energy, the calculation gives -7461.4150 Eh. Its spin multiplicity is 1. As for the net charge: -1.

***

# 4
C30H39N5OTm as an isolated structure at a distorted geometry, computed with ωB97M-V/def2-TZVPD.

Each line ends with the Mulliken charge.
Positions of all 76 atoms, in Å:
Tm1 -0.3085 -0.2415 0.9477  0.07
N1 0.2932 -3.0218 2.5873  -0.08
N2 0.2121 -1.9809 -0.9055  0.73
C1 0.6966 2.2287 -0.0991  1.25
C2 1.7983 1.3865 0.2110  0.26
C3 1.7226 1.0682 1.6016  0.13
C4 2.6226 0.1282 2.2962  -0.10
H1 3.3460 -0.3408 1.6097  0.40
H2 1.9930 -0.6575 2.7506  -1.02
H3 3.1997 0.5921 3.1109  0.38
C5 0.5631 1.7161 2.1482  0.83
C6 -0.0153 1.5539 3.4886  -0.22
H4 0.2616 2.2862 4.2537  0.35
H5 0.2891 0.5558 3.8604  -0.04
H6 -1.1182 1.5753 3.4579  0.06
C7 -0.1070 2.3845 1.0689  -0.10
C8 -1.3831 3.1272 1.1816  -1.54
H7 -2.0730 2.5599 1.8263  0.24
H8 -1.8247 3.2236 0.1805  0.35
H9 -1.2793 4.1357 1.6163  0.24
C9 2.9044 0.9788 -0.6937  -1.65
H10 3.8010 1.6058 -0.5367  0.28
H11 2.6029 1.0699 -1.7460  0.38
H12 3.1951 -0.0670 -0.5042  0.29
C10 0.4895 2.9111 -1.3888  -1.25
H13 -0.5825 3.0417 -1.5630  0.18
H14 0.9047 2.3039 -2.1968  0.02
H15 0.9680 3.9034 -1.4215  0.30
C11 -0.3654 -3.6378 3.5763  -0.48
H16 0.1371 -3.6804 4.5386  0.43
C12 -1.6451 -4.1091 3.3898  -0.78
H17 -2.1616 -4.5320 4.2341  0.46
C13 -2.2324 -4.0030 2.1334  -0.68
H18 -3.2215 -4.4180 1.9656  0.35
C14 -1.5380 -3.4163 1.0785  -0.32
H19 -2.0101 -3.2076 0.1091  0.35
C15 -0.1839 -3.0217 1.2935  0.68
C16 0.6606 -2.2734 0.3985  -1.53
H20 1.6891 -1.9616 0.6330  0.51
C17 -0.2387 -0.7339 -1.3708  -0.74
C18 0.2302 -2.9298 -1.9472  -0.67
H21 0.4367 -3.9789 -1.8132  0.52
C19 -0.0544 -2.2463 -3.0769  -0.68
H22 -0.1423 -2.5813 -4.1008  0.58
N3 -0.2744 -0.9010 -2.7083  0.88
C20 -0.4759 0.1913 -3.6123  -0.34
C21 0.5243 0.5630 -4.5282  1.28
C22 0.3038 1.6641 -5.3597  -0.94
H23 1.0904 1.9724 -6.0437  0.33
C23 -0.8818 2.3885 -5.3070  0.86
C24 -1.1264 3.5233 -6.2475  -1.57
H24 -1.6696 4.3355 -5.7582  0.37
H25 -1.7277 3.2152 -7.1110  0.29
H26 -0.1845 3.9179 -6.6332  0.37
C25 -1.8615 2.0037 -4.3921  -0.97
H27 -2.7932 2.5690 -4.3369  0.36
C26 -1.6723 0.9190 -3.5301  1.22
C27 -2.7276 0.5816 -2.5245  -1.52
H28 -2.8555 -0.5001 -2.3908  0.26
H29 -3.6791 1.0120 -2.8721  0.53
H30 -2.5084 1.0296 -1.5374  0.06
C28 1.8291 -0.1547 -4.5608  -1.93
H31 1.7717 -1.0856 -5.1366  0.37
H32 2.2105 -0.3965 -3.5621  0.31
H33 2.5708 0.4874 -5.0419  0.43
C29 -1.4728 -1.0000 5.2827  -0.75
N4 -0.0440 -1.2391 5.5060  0.14
C30 0.9244 -1.1622 4.6192  -1.06
N5 2.0965 -1.8114 4.7379  -0.21
O1 -0.0414 -1.1806 3.0578  -0.08
H34 -1.6443 -0.8936 4.2055  0.04
H35 -1.7697 -0.0938 5.8159  0.31
H36 -2.0071 -1.8737 5.6570  0.36
H37 0.2549 -1.5536 6.4293  0.35
H38 2.8033 -1.7958 3.9980  0.20
H39 2.5054 -2.0274 5.7012  0.32

For the total energy, the calculation gives -2600.5106 Eh. Its spin multiplicity is 3. As for the net charge: -1.

***

# 5
C20H30N3O2PTc as an isolated structure at a distorted geometry, computed with ωB97M-V/def2-TZVPD.

Each line ends with the Mulliken charge.
Positions of all 57 atoms, in Å:
N1 4.4846 -2.4740 -0.1443  -0.49
C1 4.0369 -3.3110 -0.8227  0.53
C2 3.5435 -4.3771 -1.6811  -0.85
H1 4.3821 -4.9925 -2.0403  0.33
H2 3.0117 -3.9527 -2.5462  0.23
H3 2.8472 -5.0199 -1.1205  0.30
N2 -3.9128 1.1967 -2.7544  -0.03
C3 -4.9035 0.5907 -2.6686  0.48
C4 -6.1535 -0.1485 -2.5612  -0.61
H4 -6.2225 -0.8987 -3.3593  0.37
H5 -7.0069 0.5345 -2.6560  0.38
H6 -6.2110 -0.6528 -1.5863  0.34
N3 2.2084 3.5531 2.1172  -0.43
C5 2.3144 4.7064 2.0616  0.37
C6 2.4280 6.1525 1.9677  -0.91
H7 1.7195 6.6324 2.6574  0.30
H8 2.2025 6.4739 0.9414  0.29
H9 3.4476 6.4696 2.2283  0.31
Tc1 -0.0729 -0.4163 0.0561  0.22
C7 -1.6007 0.5065 0.7331  0.32
O1 -2.5380 1.0664 1.1569  -0.18
C8 -0.8786 -2.1394 0.0106  0.32
O2 -1.3738 -3.2007 0.0168  -0.15
C9 1.0992 -0.8389 -2.3085  0.10
C10 2.0204 -0.1341 -1.5238  -0.53
C11 1.7069 1.1576 -1.0708  -0.49
C12 0.4380 1.6929 -1.3263  -0.15
C13 -0.5384 0.9227 -1.9806  -0.77
C14 -0.1896 -0.3350 -2.5108  -0.30
H10 1.4005 -1.7702 -2.7904  0.44
H11 3.0004 -0.5665 -1.3022  0.49
H12 2.4453 1.7493 -0.5336  0.48
H13 0.2076 2.7112 -1.0183  0.49
H14 -1.5356 1.3251 -2.1828  0.61
H15 -0.9208 -0.8834 -3.1063  0.53
C15 -1.3635 -1.6571 3.5086  -1.22
C16 -0.2429 -0.6202 3.5733  -0.82
P1 0.9200 -0.6798 2.1478  1.40
C17 2.2263 0.5685 2.4549  -0.24
C18 2.8309 0.6252 3.8572  -1.29
C19 1.7961 -2.2987 2.2231  -0.43
C20 2.1237 -2.8118 3.6232  -1.20
H16 -2.0458 -1.4491 2.6726  0.21
H17 -1.9564 -1.6064 4.4305  0.43
H18 -0.9924 -2.6843 3.3956  0.31
H19 -0.6762 0.3914 3.5514  0.57
H20 0.3333 -0.7138 4.5057  0.52
H21 3.0107 0.3859 1.7021  0.47
H22 1.7987 1.5614 2.2119  0.17
H23 3.6044 -0.1391 4.0035  0.38
H24 3.3053 1.6070 3.9757  0.38
H25 2.0703 0.5302 4.6425  0.32
H26 1.1485 -3.0130 1.6848  0.48
H27 2.7012 -2.1974 1.5982  0.22
H28 1.2194 -3.0094 4.2127  0.31
H29 2.6607 -3.7611 3.5205  0.43
H30 2.7627 -2.1268 4.1918  0.25

For the total energy, the calculation gives -1515.1882 Eh. Its spin multiplicity is 4. As for the net charge: +4.

***

# 6
A 9-piece molecular cluster, C19H24Cl12N4O8 overall at a distorted geometry, computed with ωB97M-V/def2-TZVPD.

Each line ends with the Mulliken charge.
Positions of all 67 atoms, in Å:
C1 24.3639 33.2702 15.3264  0.03
N1 25.0279 34.3631 16.0971  1.12
O1 26.2004 34.5625 15.9101  -0.48
O2 24.3597 34.8840 16.9585  -0.57
H1 25.0817 32.7452 14.7116  -0.28
H2 23.4721 33.5655 14.7840  0.09
H3 24.0550 32.6233 16.1470  0.11
C2 27.6286 29.5723 17.4717  -0.59
N2 27.5628 30.5557 16.3069  0.77
O3 28.3440 30.4035 15.4026  -0.50
O4 26.7292 31.4319 16.3569  -0.25
H4 28.0943 30.0391 18.3369  0.11
H5 28.3201 28.8183 17.1120  0.27
H6 26.5660 29.3830 17.5713  0.30
C3 27.2097 37.6343 17.7408  -0.46
N3 28.5660 38.2717 17.7877  0.92
O5 29.4677 37.7027 18.3698  -0.54
O6 28.6537 39.3696 17.2551  -0.55
H7 26.7166 37.6389 18.7111  0.30
H8 27.3152 36.6399 17.3228  0.02
H9 26.6138 38.3340 17.1621  0.34
C4 28.9306 33.2576 14.3120  -0.06
N4 29.4494 34.1807 13.2599  0.97
O7 30.5317 33.9025 12.7789  -0.59
O8 28.8051 35.1716 13.0060  -0.58
H10 29.6636 32.4953 14.5336  0.29
H11 27.9912 32.8477 13.9527  0.05
H12 28.7571 33.8508 15.2062  -0.07
Cl1 25.8431 28.0448 12.1263  -0.11
C5 26.6740 29.6195 11.8545  0.27
Cl2 28.3992 29.5450 12.2815  -0.07
Cl3 26.5014 30.0327 10.1582  -0.09
Cl4 25.9226 30.8390 12.8327  -0.11
Cl5 20.4757 37.3151 16.5750  -0.09
C6 20.0339 36.5487 15.0490  0.33
Cl6 19.3921 37.7723 13.9612  -0.10
Cl7 21.4696 35.7800 14.3214  -0.07
Cl8 18.8008 35.3303 15.3347  -0.07
Cl9 21.3252 33.1212 16.8866  0.03
C7 20.3749 32.6870 18.2976  0.27
Cl10 20.7808 31.0018 18.7395  -0.11
Cl11 20.8370 33.7819 19.6106  -0.08
Cl12 18.6210 32.7505 18.0375  -0.10
C8 28.7884 33.5947 18.2115  -0.28
C9 30.1623 33.3214 18.1784  -0.69
C10 30.6822 32.3999 19.0728  -0.41
C11 29.9256 31.8155 20.0990  -0.52
C12 28.5578 32.0808 20.0896  -0.21
C13 28.0148 32.9230 19.1290  0.07
H13 28.3968 34.2903 17.4812  0.17
H14 30.8117 33.7680 17.4378  0.46
H15 31.7207 32.0827 19.0600  0.36
H16 30.3292 31.0507 20.7460  0.39
H17 27.8833 31.6448 20.8164  0.27
H18 26.9428 33.0833 19.1376  0.33
C14 25.1836 32.3648 22.4377  -0.37
C15 25.3597 31.0844 21.9351  -0.47
C16 25.0791 30.7988 20.6184  -0.51
C17 24.5645 31.8067 19.8066  -0.05
C18 24.3501 33.0779 20.3160  -0.28
C19 24.6155 33.3592 21.6479  -0.73
H19 25.4204 32.6143 23.4649  0.38
H20 25.7492 30.3490 22.6306  0.38
H21 25.2355 29.8032 20.2219  0.40
H22 24.2042 31.5726 18.8109  0.39
H23 23.8415 33.8238 19.7161  0.47
H24 24.4824 34.3682 22.0152  0.41

For the total energy, the calculation gives -7081.1979 Eh. The SMILES is C[N+](=O)[O-].C[N+](=O)[O-].C[N+](=O)[O-].C[N+](=O)[O-].ClC(Cl)(Cl)Cl.ClC(Cl)(Cl)Cl.ClC(Cl)(Cl)Cl.c1ccccc1.c1ccccc1. Its spin multiplicity is 1.